Arrangement a

Formula: C8H10NO
Source: the Open Molecules 2025 dataset
Level of theory: ωB97M-V/def2-TZVPD

```
20
C8H10NO, DFT ωB97M-V/def2-TZVPD
C 0.316 0.864 -0.072
C -0.628 0.005 0.667
C -0.055 -1.646 -0.823
C 1.553 3.019 -0.483
C 0.587 2.257 0.086
C 0.916 -0.802 -1.574
C -1.291 0.506 1.926
C -0.319 -3.122 -1.094
N -0.778 -1.238 0.329
O 1.034 0.406 -1.078
H 1.686 4.093 -0.256
H 2.334 2.548 -1.065
H -0.110 2.583 0.839
H 1.329 -1.153 -2.451
H -0.485 1.140 2.449
H -1.781 -0.413 2.444
H -2.100 1.034 1.647
H -0.581 -3.747 -0.176
H 0.572 -3.498 -1.632
H -1.248 -3.026 -1.798
```

Results
molar mass = 136.2 g/mol
gap between HOMO and LUMO (spin up / spin down) = 7.5 / 7.5 eV
HOMO level (spin up / spin down) = -13.44 / -13.44 eV
charge = +1


Arrangement b

Formula: C8H10NO
Source: the Open Molecules 2025 dataset
Level of theory: ωB97M-V/def2-TZVPD

```
20
C8H10NO, DFT ωB97M-V/def2-TZVPD
C -1.519 0.744 -1.043
C -0.164 0.742 -1.417
C -1.644 -0.320 0.962
C -0.261 -0.436 0.793
C -2.374 0.393 -0.080
C 0.292 0.258 -0.269
C -3.846 0.544 -0.087
C 3.149 0.281 0.462
N 3.772 -0.872 0.323
O 3.459 1.333 -0.355
H -2.145 -0.833 1.778
H 0.513 -0.915 1.450
H -4.130 1.558 0.354
H -4.348 -0.228 0.515
H -4.216 0.461 -1.159
H 2.835 0.685 1.350
H 4.219 -1.088 -0.631
H 0.227 1.379 -2.157
H 3.880 -1.456 1.097
H 4.013 1.007 -1.107
```

Results
molar mass = 136.2 g/mol
gap between HOMO and LUMO (spin up / spin down) = 6.6 / 6.6 eV
HOMO level (spin up / spin down) = -11.58 / -11.55 eV
charge = +1


Energies relative to the minimum, kJ/mol: arrangement a 0.0; arrangement b 221.7


Arrangement a

Formula: C3H3NO4
Source: the Open Molecules 2025 dataset
Level of theory: ωB97M-V/def2-TZVPD

```
11
C3H3NO4, DFT ωB97M-V/def2-TZVPD
C 1.503 -0.713 0.020
N 0.148 -0.235 -0.250
O -1.157 -0.854 0.101
C -2.078 0.155 -0.132
O -3.312 0.081 0.189
O -1.359 1.344 -0.305
C -0.061 1.060 -0.080
O 0.691 1.948 0.274
H 1.606 -1.072 1.103
H 1.836 -1.773 -0.499
H 2.184 0.059 -0.421
```

Results
SMILES string = Cn1oc(=O)oc1=O
molar mass = 117.1 g/mol
gap between HOMO and LUMO = 10.9 eV
HOMO level = -10.73 eV
charge = 0


Arrangement b

Formula: C3H3NO4
Source: the Open Molecules 2025 dataset
Level of theory: ωB97M-V/def2-TZVPD

```
11
C3H3NO4, DFT ωB97M-V/def2-TZVPD
C -1.274 -0.146 0.283
C 0.248 0.485 -0.984
C 0.798 -0.111 0.113
H -2.511 -0.808 1.624
H 1.693 1.468 -1.724
H 2.070 -0.675 1.521
N -1.091 0.503 -0.774
O -2.487 -0.402 0.720
O 0.711 0.823 -2.185
O 2.033 -0.440 0.529
O -0.190 -0.697 0.876
```

Results
molar mass = 117.1 g/mol
gap between HOMO and LUMO = 7.9 eV
HOMO level = -7.78 eV
charge = 0


Energies relative to the minimum, kJ/mol: arrangement a 0.0; arrangement b 33.4